The molecule C8H10 in a non-equilibrium geometry. Source: the OMol25 dataset; level of theory: the ωB97M-V functional and the def2-TZVPD basis.

The HOMO energy is -8.6 eV. As for the orbital gap: 0.35465 hartree. The SMILES is C1#CCCCC/C=C\1.

ORCA input file:
```
! wB97M-V def2-TZVPD RIJCOSX def2/J DEFGRID3
* xyz 0 1
C 1.895 -0.409 2.144
C 1.939 0.763 1.893
C 1.347 1.984 1.329
C 0.664 1.593 -0.074
C -0.371 0.463 -0.056
C 0.200 -1.001 -0.360
C 0.623 -1.979 0.703
C 1.279 -1.728 1.889
H 2.062 2.777 1.274
H 0.611 2.325 1.987
H 0.245 2.428 -0.495
H 1.487 1.325 -0.679
H -1.023 0.526 0.808
H -0.973 0.751 -1.003
H 1.092 -0.798 -0.851
H -0.505 -1.482 -1.001
H 0.318 -2.935 0.545
H 1.515 -2.549 2.631
*
```

***

The molecule C8H10 in a non-equilibrium geometry. Source: the OMol25 dataset; level of theory: the ωB97M-V functional and the def2-TZVPD basis.

The HOMO energy is -8.0 eV. As for the orbital gap: 0.31474 hartree.

ORCA input file:
```
! wB97M-V def2-TZVPD RIJCOSX def2/J DEFGRID3
* xyz 0 1
C 1.165 0.906 0.805
C 1.987 -0.270 1.136
C 1.550 1.390 -0.524
C 1.802 -0.175 -0.480
C -0.190 0.455 0.920
C 0.734 -0.824 0.410
C -1.397 1.176 0.299
C -0.025 -2.037 0.135
H 0.853 1.816 -1.253
H 2.600 1.730 -0.308
H 2.414 -0.602 -1.280
H -0.453 0.110 1.852
H -1.179 1.546 -0.654
H -1.691 1.958 1.035
H -2.209 0.353 0.206
H -0.607 -1.698 -0.756
H -0.730 -2.025 0.893
H 0.483 -2.936 -0.127
*
```

***

Computed energy relative to the best compared isomer or geometry (same formula, charge and spin), in the same sequence as the records: 86.6, 182.6 kcal per mole.
Computed E_LUMO, in the same sequence as the records: 1.08, 0.55 eV.